Record 1
DFT (ωB97M-V/def2-TZVPD) results for a 11-piece molecular cluster, C58H122F15N6O13 overall at a distorted geometry.

CARTESIAN COORDINATES (ANGSTROEM)
C: 4.61049 6.07927 -2.68395
C: 3.82673 5.42311 -3.81899
C: 4.50980 4.26905 -4.55940
C: 3.41431 3.52992 -5.36233
N: 3.73971 2.16676 -5.87427
C: 2.52707 1.49179 -6.54878
C: 2.95109 0.03730 -6.60062
C: 3.88759 -0.18436 -5.39208
C: 4.07498 1.19169 -4.70672
C: 4.88310 2.27757 -6.78115
H: 4.36535 5.70068 -1.68182
H: 4.45135 7.17499 -2.74181
H: 5.70608 5.96193 -2.81955
H: 3.61677 6.16265 -4.56715
H: 2.91119 5.06120 -3.36930
H: 4.75550 3.66104 -3.70477
H: 5.40598 4.50485 -5.26600
H: 3.10544 4.17905 -6.20045
H: 2.50306 3.31317 -4.74079
H: 2.43162 1.95955 -7.47832
H: 1.70305 1.67749 -5.86166
H: 3.48976 -0.26284 -7.49863
H: 2.05251 -0.55512 -6.58228
H: 4.78428 -0.65989 -5.70737
H: 3.43779 -0.96501 -4.77794
H: 5.06336 1.44520 -4.27260
H: 3.20112 1.31863 -4.07726
H: 5.15970 1.27297 -7.12916
H: 5.73715 2.75469 -6.20475
H: 4.54536 2.95184 -7.58972
C: 4.17844 -7.35222 -2.13853
C: 5.24228 -7.31839 -1.04842
C: 5.49637 -5.96533 -0.43956
C: 4.68902 -5.82763 0.86694
N: 4.44399 -4.42923 1.41043
C: 5.67553 -3.67382 1.63479
C: 6.25941 -4.14522 2.94272
C: 5.12631 -4.82902 3.65583
C: 3.84542 -4.49410 2.85933
C: 3.40538 -3.60236 0.55055
H: 3.26464 -6.80478 -1.98683
H: 3.79471 -8.33714 -2.34739
H: 4.48024 -6.98733 -3.14742
H: 6.12690 -7.69398 -1.47211
H: 5.02876 -8.04761 -0.29285
H: 5.20790 -5.25205 -1.18452
H: 6.52373 -5.92704 -0.18299
H: 5.22525 -6.46926 1.58257
H: 3.69006 -6.25841 0.73477
H: 5.36874 -2.64152 1.63359
H: 6.30438 -3.77374 0.76476
H: 6.67019 -3.26329 3.41768
H: 7.13082 -4.79723 2.83274
H: 5.04974 -4.45172 4.66436
H: 5.35323 -5.91027 3.75671
H: 3.57754 -3.50388 3.18961
H: 3.00235 -5.19141 2.85551
H: 3.25218 -2.66749 1.08767
H: 2.51379 -4.27087 0.43285
H: 3.82245 -3.35747 -0.40100
C: -5.59423 6.69192 0.33102
C: -4.79764 6.11376 1.48437
C: -5.54577 5.08165 2.34922
C: -7.03551 5.50376 2.61298
N: -8.01475 4.32851 2.69192
C: -8.20132 3.71557 1.29239
C: -9.71352 3.10477 1.37081
C: -10.37391 4.06240 2.35493
C: -9.31963 4.93644 3.01456
C: -7.61945 3.28984 3.63589
H: -6.21599 7.47539 0.77582
H: -6.30109 5.97711 -0.14342
H: -4.97910 7.11445 -0.43607
H: -4.39983 7.00989 2.08422
H: -3.93135 5.55358 1.18020
H: -4.96672 5.01805 3.30468
H: -5.52895 4.09084 1.91659
H: -7.46697 6.16477 1.86578
H: -7.14000 5.93797 3.58747
H: -7.33614 3.06882 1.07966
H: -8.25682 4.60141 0.58937
H: -9.69489 2.05327 1.67900
H: -10.18483 3.19219 0.38657
H: -11.00241 3.53787 3.00530
H: -11.02233 4.66831 1.79368
H: -9.48788 5.00185 4.08333
H: -9.35693 5.90296 2.60180
H: -6.55916 3.04475 3.49820
H: -8.20815 2.35526 3.49455
H: -7.83416 3.68270 4.64823
C: 2.45511 -0.97872 -1.62085
C: 1.70474 -0.81138 -0.28672
O: 0.45946 -1.00130 -0.31810
N: 2.31292 -0.27293 0.75405
H: 0.58798 -3.11036 -0.74798
H: 3.40773 -0.32192 0.76663
C: 1.53706 0.06172 1.95307
H: 1.64709 -1.09008 -2.30654
H: 3.06447 -1.90481 -1.68654
H: 3.07673 -0.17527 -1.94066
H: 2.27154 0.51677 2.64204
H: 1.19945 -0.92657 2.36037
H: 0.77430 0.81709 1.63118
C: -2.80931 -1.82618 6.09570
C: -2.07863 -0.65401 5.43741
C: -3.00282 0.38278 4.92903
O: -2.27439 1.25314 4.07522
C: -3.01273 2.40456 3.56776
N: -1.08507 0.04690 6.21514
H: 0.15955 -1.31457 5.23398
H: -1.09935 0.95921 5.80551
H: -1.17433 0.03234 7.23820
H: -3.45700 -1.51262 6.91518
H: -1.99902 -2.52940 6.49885
H: -3.34507 -2.37465 5.33873
H: -1.58859 -0.98929 4.55386
H: -3.40012 0.99350 5.75174
H: -3.81983 -0.14391 4.45649
H: -3.43222 3.01310 4.34818
H: -3.80634 2.07472 2.96620
H: -2.22569 2.95430 3.05895
C: -3.15373 -2.52587 1.00990
C: -2.27292 -2.07382 -0.16509
C: -2.80852 -2.74236 -1.41408
O: -4.20304 -2.77119 -1.60274
C: -4.54607 -2.29540 -2.82496
N: -2.26346 -0.61554 -0.29872
H: -3.17846 -0.10166 -0.37843
H: -1.79414 -0.33575 0.58519
H: -1.48511 -0.32209 -0.97129
H: -2.67732 -2.24036 1.94394
H: -3.39273 -3.60641 1.03838
H: -4.10172 -1.92816 0.97085
H: -1.25870 -2.45586 -0.01599
H: -2.42511 -3.76173 -1.30862
H: -2.42340 -2.27973 -2.36435
H: -5.62314 -2.40077 -2.89720
H: -4.11337 -3.00771 -3.60189
H: -4.25485 -1.26282 -3.00104
C: 0.54307 -4.76683 -1.51355
O: -0.29848 -4.58190 -2.64977
O: 0.34622 -3.97012 -0.44444
C: 0.45542 -6.24920 -1.13316
F: -0.63106 -6.54726 -0.46404
F: 0.52757 -7.01599 -2.20995
F: 1.53160 -6.48773 -0.26429
C: -0.00627 -3.36092 -3.35514
C: -0.73030 -3.33135 -4.69218
H: -1.84981 -3.14827 -4.46262
H: -0.46460 -2.46028 -5.24165
H: -0.62347 -4.18577 -5.41539
H: 1.00022 -3.31744 -3.60003
H: -0.24085 -2.49004 -2.71393
H: 1.66249 -4.69938 -1.93141
C: 1.97301 -1.61715 5.73047
O: 3.18704 -1.43778 5.03601
O: 0.94214 -1.63405 4.82633
C: 2.13174 -2.93894 6.36447
F: 2.58618 -3.95369 5.56901
F: 3.11321 -2.76555 7.29860
F: 0.95614 -3.29890 6.96832
C: 3.58068 -0.03383 5.00894
C: 4.93089 0.09873 4.34423
H: 5.23053 1.21232 4.24780
H: 5.83458 -0.29344 4.85218
H: 4.91757 -0.39110 3.40834
H: 3.59104 0.38761 6.05668
H: 2.80236 0.50390 4.41576
H: 1.78215 -0.86917 6.52443
C: 0.09774 2.32811 -3.16160
O: -0.57310 1.84403 -1.93823
O: 1.37758 2.36376 -3.14603
C: -0.40871 1.28211 -4.11579
F: -1.78657 1.23734 -4.10776
F: -0.16487 1.52177 -5.39414
F: 0.01552 0.01793 -3.86583
C: -0.00361 2.42250 -0.82172
C: -0.00051 4.01067 -0.86299
H: 0.26336 4.32186 0.18794
H: 0.92492 4.27455 -1.48775
H: -0.82885 4.49274 -1.30955
H: 0.99897 2.02706 -0.63134
H: -0.62963 2.22354 0.04187
H: -0.45040 3.28122 -3.46343
C: -5.45242 0.70539 1.00390
O: -4.93218 0.44174 -0.36351
O: -5.58002 1.95811 1.26046
C: -6.78823 -0.08026 1.22631
F: -6.75574 -1.31530 0.76051
F: -7.03576 -0.24191 2.56227
F: -7.88650 0.56918 0.71118
C: -5.60415 1.23442 -1.42654
C: -6.77887 0.66163 -2.10744
H: -6.66224 -0.21467 -2.69732
H: -7.63076 0.42779 -1.45641
H: -7.07881 1.44684 -2.77876
H: -4.86708 1.36549 -2.23654
H: -5.95130 2.07789 -0.94958
H: -4.74506 0.10733 1.65633
C: 5.64914 -0.29680 -0.33105
O: 4.87977 0.75791 -1.04778
O: 5.02814 -0.99716 0.58824
C: 6.16103 -1.33925 -1.44995
F: 6.93671 -0.67684 -2.37199
F: 6.95308 -2.29901 -1.03942
F: 5.16761 -1.96723 -2.14904
C: 5.73548 1.84776 -1.32964
C: 5.30709 3.05547 -0.44994
H: 5.31208 2.83919 0.62465
H: 6.06476 3.90543 -0.52357
H: 4.32146 3.40072 -0.81432
H: 5.67006 2.03864 -2.35667
H: 6.79996 1.60182 -1.12001
H: 6.56655 0.15970 -0.03310

Its total charge is +1. The calculation puts the gap between HOMO and LUMO at 8.067 eV. Its LUMO energy is -1.3 eV. The calculation puts the energy above the lowest of the compared OMol25 structures with the same formula, charge and spin at 0.0 kJ/mol. The value obtained for the HOMO energy is -9.3 eV.

=====

Record 2
DFT (ωB97M-V/def2-TZVPD) results for a single C2H3N molecule at a distorted geometry.

CARTESIAN COORDINATES (ANGSTROEM)
C: 1.72407 0.01494 0.00708
C: 0.28334 0.01512 0.00467
N: 2.95543 -0.06115 -0.00373
H: -0.13724 0.02418 1.06574
H: -0.15433 -0.94547 -0.25955
H: -0.08931 0.78019 -0.82716

Its total charge is 0. The calculation puts the gap between HOMO and LUMO at 11.949 eV. Its LUMO energy is 0.7 eV. The SMILES is CC#N. The calculation puts the energy above the lowest of the compared OMol25 structures with the same formula, charge and spin at 78.2 kJ/mol. The value obtained for the HOMO energy is -11.2 eV.

=====

Record 3
DFT (ωB97M-V/def2-TZVPD) results for a 5-piece molecular cluster, C15H33ClNO12 overall at a distorted geometry.

CARTESIAN COORDINATES (ANGSTROEM)
C: 3.19068 -4.14623 -2.61434
C: 4.44730 -3.79084 -1.62377
C: 4.09193 -2.69882 -0.43354
N: 4.70890 -1.30922 -0.69775
Cl: 4.94327 -3.29033 1.14762
H: 3.13628 -5.33574 -2.69216
H: 2.14426 -3.76881 -2.25066
H: 3.47426 -3.77715 -3.71115
H: 5.33372 -3.42857 -2.30602
H: 4.71436 -4.80322 -1.05050
H: 2.94702 -2.59191 -0.20756
H: 5.67681 -1.45228 -1.09511
H: 4.09553 -0.74191 -1.33873
H: 4.86385 -0.78758 0.21710
C: 0.10577 1.81638 2.93839
O: 1.32258 1.40457 3.55815
C: 1.76676 0.18541 3.16096
O: 1.22243 -0.54666 2.34923
O: 2.92139 -0.07800 3.82317
C: 3.50741 -1.33811 3.50245
H: -0.15558 2.80344 3.32946
H: 0.23324 1.89827 1.85413
H: -0.70575 1.12338 3.18284
H: 3.77097 -1.38227 2.44076
H: 2.83192 -2.15727 3.76941
H: 4.42434 -1.44349 4.08885
C: -1.91974 5.33331 -0.91036
O: -2.36152 6.40654 -0.08131
C: -2.30880 6.14282 1.24876
O: -1.92772 5.10078 1.75869
O: -2.75336 7.23925 1.91306
C: -2.75366 7.10500 3.33297
H: -2.00480 5.65391 -1.95224
H: -0.87042 5.09571 -0.70776
H: -2.55210 4.45085 -0.76907
H: -1.73766 6.93834 3.70520
H: -3.41932 6.29336 3.64397
H: -3.12744 8.03936 3.76073
C: -5.88057 6.88469 1.13730
O: -6.50807 6.68631 2.40268
C: -7.54402 5.81010 2.38094
O: -7.95504 5.20976 1.40024
O: -8.04327 5.71750 3.63922
C: -9.14709 4.82356 3.76822
H: -5.06742 7.60312 1.27217
H: -5.45374 5.94706 0.76684
H: -6.59076 7.30026 0.41515
H: -8.85080 3.80352 3.50304
H: -9.98791 5.15665 3.15125
H: -9.46517 4.82806 4.81442
C: 4.66399 -7.48262 -6.70386
O: 4.05987 -8.72201 -6.33885
C: 3.26654 -8.65427 -5.24002
O: 3.04573 -7.65387 -4.57551
O: 2.76143 -9.89219 -5.00873
C: 1.90154 -9.97243 -3.87370
H: 5.27535 -7.65378 -7.59407
H: 3.89974 -6.73802 -6.94894
H: 5.31636 -7.12043 -5.90273
H: 1.02679 -9.32746 -4.00571
H: 2.44340 -9.70977 -2.95938
H: 1.55603 -11.00600 -3.78382

Its total charge is +1. The calculation puts the gap between HOMO and LUMO at 8.291 eV. Its LUMO energy is -3.7 eV. The value obtained for the HOMO energy is -12.0 eV.